# 1
Density functional theory data (ωB97M-V/def2-TZVPD) for one molecule with the formula C5H5NO at a distorted geometry.

```
12
Properties=species:S:1:pos:R:3:forces:R:3:nbo_charge:R:1
O -1.395423 -1.134267 2.062501 0.1 0.1 -0.4 -0.496
N 0.749414 -1.593080 -2.249151 -0.3 0.9 0.6 -0.308
C 0.873245 0.787909 0.416181 0.2 0.0 0.0 -0.361
C -0.917330 -0.967085 0.968267 -0.1 0.0 0.3 0.428
C 0.149339 0.542850 -0.882113 0.0 0.0 -0.2 -0.342
C -0.575719 0.392675 0.438473 -0.1 0.0 0.1 -0.312
C 0.481685 -0.641490 -1.646264 0.2 -0.8 -0.5 0.273
H 1.605403 0.047930 0.728709 -0.1 0.1 -0.1 0.236
H -1.294439 1.165501 0.693225 0.1 -0.1 0.0 0.251
H -0.102422 1.405555 -1.492049 0.0 -0.2 0.1 0.264
H -0.698831 -1.821662 0.300877 0.1 0.0 0.1 0.131
H 1.125077 1.815164 0.661349 -0.1 -0.2 0.0 0.237
```
Forces are in eV/Å.

- SMILES = N#C[C@@H]1C[C@@H]1C=O
- energy above the lowest of the compared OMol25 structures with the same formula, charge and spin (kcal/mol) = 32.5

# 2
Density functional theory data (ωB97M-V/def2-TZVPD) for C18H29AgN3NbO3 as an isolated structure at a distorted geometry.

```
55
Properties=species:S:1:pos:R:3:forces:R:3:nbo_charge:R:1
Ag -0.982073 2.672677 0.817235 -0.4 0.1 0.9 0.947
Nb 0.322791 -0.029327 0.067870 -2.9 -1.6 -1.1 1.957
O 0.593850 -0.165975 2.073709 0.5 -0.1 -2.2 -0.739
O -0.610594 1.626442 2.743275 0.7 -0.8 -0.6 -0.726
O -3.778155 -1.482976 0.463353 3.0 1.5 -0.8 -0.389
N -1.621592 -0.500849 0.110105 2.2 1.0 -0.1 -0.833
N 0.200585 1.749176 -0.878383 1.2 -1.1 1.1 -0.741
N 0.753224 -1.495346 -1.146736 1.1 1.8 2.0 -0.551
C 0.049818 0.592224 2.998142 -1.0 1.4 1.3 0.819
C 0.163137 -2.507483 -2.026726 -0.7 -0.4 -0.6 0.104
C 0.747916 -1.456383 6.048490 0.0 -0.1 -0.2 -0.196
C 0.406171 -0.532082 7.046629 0.2 -0.1 -0.1 -0.136
C 0.639413 -1.100080 4.705521 0.2 -0.1 0.4 -0.174
C -0.106670 3.988207 -1.781486 -0.1 -0.2 -0.2 -0.615
C -0.483315 -3.571427 -1.138247 0.0 -0.1 0.2 -0.614
C -0.901920 -1.836944 -2.889384 -0.1 0.0 -0.3 -0.612
C -0.397469 2.496680 -2.001891 -0.5 -0.1 -0.6 0.111
C -1.906514 2.226189 -2.003696 0.0 0.0 -0.2 -0.612
C 0.207839 0.186455 4.393496 -0.2 0.1 -0.5 -0.157
C -0.156089 1.113499 5.374389 -0.1 0.1 0.5 -0.156
C 0.187080 2.007577 -3.320764 0.0 0.0 -0.4 -0.629
C 2.103587 -1.785655 -0.596010 -0.4 -0.5 -0.5 -0.441
C 1.636484 2.050945 -0.583369 -0.4 0.5 -0.1 -0.430
C -2.720403 -0.990868 0.257275 -3.2 -1.7 1.1 0.919
C 1.231301 -3.140654 -2.918018 0.1 0.1 -0.1 -0.626
C -0.042997 0.751054 6.712455 -0.1 0.1 -0.1 -0.202
H 1.104591 -2.459170 6.298546 -0.2 0.4 0.1 0.239
H -0.028641 0.939037 -3.474369 0.1 0.4 0.1 0.219
H 0.732797 -3.803966 -3.636434 0.2 0.2 0.2 0.257
H -0.524216 2.101771 5.077635 0.2 -0.5 0.2 0.241
H 0.270834 -4.048306 -0.499072 -0.2 -0.1 -0.1 0.217
H -0.448828 -1.053003 -3.515319 -0.2 -0.3 0.1 0.214
H 2.048168 1.284080 0.141533 0.3 0.4 -0.2 0.191
H 1.272473 2.163945 -3.366237 -0.3 0.0 -0.2 0.216
H -2.385619 2.591389 -1.080189 -0.1 0.0 -0.1 0.182
H 2.877304 -1.628680 -1.361709 -0.2 0.2 0.4 0.260
H 1.941549 -3.739608 -2.336901 -0.1 0.1 -0.2 0.222
H -1.697482 -1.391048 -2.274406 0.2 -0.2 -0.3 0.207
H -1.349587 -2.599995 -3.546768 0.1 0.4 0.2 0.253
H -0.651130 4.584865 -2.523559 0.2 -0.1 0.2 0.267
H 1.751472 3.023148 -0.075377 0.1 -0.6 0.1 0.261
H -0.289067 2.571176 -4.138810 0.3 -0.2 0.2 0.255
H -0.306499 1.473904 7.490318 0.1 -0.4 -0.3 0.244
H 0.876154 -1.788680 3.887984 0.0 0.2 0.5 0.223
H -0.432319 4.327366 -0.781176 0.0 0.0 -0.2 0.179
H -1.255108 -3.126396 -0.496919 0.2 -0.2 -0.2 0.207
H 0.514916 -0.807870 8.100192 -0.1 0.1 -0.4 0.244
H -2.127372 1.150474 -2.097641 0.1 0.4 0.0 0.230
H -0.954713 -4.336136 -1.771403 0.2 0.2 0.2 0.256
H 2.167532 -2.826497 -0.247995 0.0 0.4 0.3 0.259
H 0.965892 4.181564 -1.871143 -0.2 0.2 -0.1 0.229
H 1.776121 -2.370176 -3.474400 -0.1 -0.2 0.0 0.222
H -2.359931 2.759218 -2.857894 0.1 -0.3 0.5 0.264
H 2.246010 2.071932 -1.494654 0.0 -0.4 0.3 0.257
H 2.327293 -1.112412 0.270232 0.2 -0.1 0.1 0.208
```
Forces are in eV/Å.

- net charge = +2
- electronic energy (Ha) = -1296.7026

# 3
Density functional theory data (ωB97M-V/def2-TZVPD) for a 2-piece molecular cluster, C7H7ClNO3P overall at a distorted geometry.

```
20
Properties=species:S:1:pos:R:3:forces:R:3:nbo_charge:R:1
Cl 4.862056 -0.477050 -0.001399 0.3 -0.1 0.0 0.008
P -1.989237 0.494474 -0.874813 -1.2 0.3 -0.4 0.853
O 0.337009 0.632660 -2.066765 0.3 0.1 -0.4 -0.667
O -0.893469 0.457914 0.349686 0.1 0.1 0.7 -0.760
O -3.085379 -2.099966 0.159085 -0.7 -4.0 0.1 -0.215
N -3.262598 -3.267421 0.142904 0.6 3.8 0.0 0.208
C 2.512126 -0.328813 1.316746 0.2 0.0 -0.1 -0.244
C 1.149306 -0.104212 1.386717 -0.2 0.1 -0.4 -0.221
C -3.369080 0.973298 0.241708 0.3 -0.1 -0.1 -1.008
C 0.429120 0.223607 0.245193 0.6 -0.1 -0.3 0.249
C 1.095475 0.323970 -0.985074 0.2 -0.1 0.4 0.254
C 2.460584 0.118520 -1.052456 0.1 -0.1 0.2 -0.288
C 3.160828 -0.210919 0.099597 -0.4 0.1 0.0 -0.043
H 0.868012 0.642367 -2.871503 0.0 0.0 0.1 0.495
H 0.624297 -0.187476 2.324672 -0.1 0.0 0.1 0.230
H -3.367815 0.327841 1.118598 -0.1 0.0 0.1 0.233
H 3.066578 -0.597866 2.201696 0.1 0.0 0.1 0.230
H 2.975669 0.209103 -1.997355 0.1 0.0 -0.1 0.222
H -3.266753 2.011880 0.560698 0.0 0.0 0.0 0.233
H -4.306733 0.858091 -0.297938 -0.1 0.0 0.0 0.230
```
Forces are in eV/Å.

- energy above the lowest of the compared OMol25 structures with the same formula, charge and spin (kcal/mol) = 23.9

# 4
Density functional theory data (ωB97M-V/def2-TZVPD) for C52H55AsN6OPPbSSe as an isolated structure at a distorted geometry.

```
119
Properties=species:S:1:pos:R:3:forces:R:3:lowdin_charge:R:1
Pb 0.912866 -1.255759 -0.079566 0.3 -0.7 0.5 1.124
Se 2.010471 -1.709146 -2.509733 -0.7 0.1 -0.3 0.638
As 1.676319 1.780560 -1.117507 0.5 0.4 -0.3 1.104
S 2.051092 -5.010087 3.091488 -0.1 0.2 -0.3 1.113
P -1.827423 0.020447 -1.467665 -0.4 -0.5 -0.5 1.064
O -1.797907 -2.047925 1.981487 0.1 0.1 -0.4 -0.017
N 4.879567 -2.001544 -1.862772 0.5 -0.1 0.1 0.102
N 1.501252 -3.544074 1.017817 -0.6 0.4 -0.1 -0.017
N -1.440260 1.363072 1.745034 0.3 -0.4 0.1 0.125
N 2.453053 2.253732 3.185568 -0.2 0.1 0.1 -0.259
N 0.612873 -2.745710 3.036264 -0.1 0.1 0.1 0.129
N -2.756453 -0.949716 3.695593 0.0 0.2 0.3 0.090
C -0.262266 4.918496 -1.366302 0.1 -0.1 0.1 -0.060
C -6.406748 0.336626 -1.066985 0.0 0.0 0.0 -0.074
C 2.659290 -0.197633 2.668787 -0.3 0.3 0.2 -0.248
C 2.507027 2.597334 4.588577 0.0 0.1 -0.1 -0.097
C 1.761333 3.714116 -0.496465 0.0 -0.4 0.2 -0.298
C -2.748220 -1.895410 2.737460 -0.4 -0.2 0.3 -0.524
C -3.549818 3.061826 2.322159 0.0 -0.2 0.0 -0.045
C 3.741405 -1.878663 1.301036 0.2 -0.3 -0.1 -0.135
C 4.567764 -2.224390 2.363603 0.0 0.0 -0.2 -0.053
C -1.216918 -0.341416 -4.231263 0.1 0.0 0.1 -0.091
C 2.635828 -5.532166 1.534035 -0.1 0.3 -0.1 -0.458
C -1.648269 1.897959 -3.465695 0.1 -0.2 0.0 -0.143
C 3.759631 -1.889606 -2.095387 0.2 0.1 0.0 -0.821
C -3.165670 2.081566 3.221659 0.1 0.1 -0.1 -0.016
C 1.094003 4.625405 -1.461152 -0.1 0.2 -0.1 -0.337
C -4.444769 0.666848 -2.415061 0.1 0.0 0.1 -0.082
C 1.816975 5.170398 -2.518163 0.0 0.0 0.1 -0.067
C -2.900032 -2.486865 -2.300659 0.1 0.0 0.1 -0.069
C 3.362590 -6.670145 1.238730 0.1 0.1 0.0 -0.083
C 2.775856 -0.923219 1.505523 -1.0 0.0 -0.5 -0.186
C -1.729460 0.076200 3.767615 0.0 0.1 -0.2 -0.109
C -1.898307 -1.810914 -1.596019 0.1 0.4 0.0 -0.432
C 4.391202 -1.615738 3.592134 0.0 0.1 0.2 -0.058
C -5.820399 0.697698 -2.267737 -0.2 0.0 0.0 -0.067
C 3.713141 -6.891712 -0.080846 0.0 -0.1 0.0 -0.073
C -1.027141 0.145819 -5.513362 0.0 0.0 -0.1 -0.064
C -1.972408 -4.591427 -1.605711 0.1 0.1 0.1 -0.051
C 1.304270 -3.633961 2.297708 0.4 -0.6 0.4 -0.682
C -1.154975 1.498997 -5.776287 0.0 0.0 0.0 -0.066
C 3.694450 2.519879 2.497921 -0.1 0.0 0.1 -0.079
C 3.597450 1.351018 -1.054644 0.1 -0.1 0.1 -0.316
C -3.946083 -2.805044 2.714621 0.1 -0.1 -0.2 0.024
C -1.541186 0.532762 -3.201200 0.0 0.0 0.3 -0.391
C -3.643547 0.271242 -1.350877 0.2 0.2 0.1 -0.361
C -0.157537 6.233682 -3.369294 -0.1 0.0 -0.1 -0.089
C -2.108578 1.243808 2.883096 -0.1 -0.1 0.2 -0.272
C -2.923187 -3.868116 -2.304847 -0.2 0.0 -0.2 -0.059
C 1.777100 1.031116 2.814905 -0.1 -0.1 -0.3 -0.178
C -0.884597 5.714719 -2.311336 -0.1 0.0 -0.1 -0.084
C 2.597140 -4.863246 -0.773147 -0.1 0.1 0.1 -0.040
C -5.609768 -0.042633 0.003118 0.0 -0.1 0.1 -0.072
C 1.637211 2.087203 -3.056627 -0.1 0.0 -0.1 -0.295
C -4.234794 -0.074045 -0.137972 0.0 0.1 0.0 -0.100
C 2.245557 -4.609512 0.546330 0.3 -0.9 0.1 -0.326
C 1.197444 5.964909 -3.463896 0.0 0.0 -0.1 -0.071
C 3.329682 -5.994075 -1.072075 0.1 0.0 0.0 -0.060
C -2.860139 3.174473 1.124088 0.0 0.0 0.1 -0.045
C -1.454990 2.377549 -4.747410 -0.1 0.1 0.0 -0.079
C -1.798846 2.312538 0.898464 -0.1 0.3 -0.2 -0.189
C -0.966997 -2.561000 -0.922200 0.8 1.1 0.3 -0.284
C -0.972017 -3.932094 -0.899614 0.3 -0.4 0.1 -0.097
C 3.470213 -0.595724 3.736513 0.1 0.0 -0.2 -0.032
H 3.878237 -2.368552 0.351364 -0.1 -0.1 0.0 0.064
H 3.968866 3.562718 2.653387 0.0 0.1 0.0 0.093
H -1.611824 0.389107 4.807581 0.0 -0.1 -0.1 0.134
H -1.876297 2.579109 -2.654322 0.0 0.1 0.0 0.102
H -4.377212 3.714365 2.554940 -0.1 0.1 0.0 0.113
H 3.372282 -0.096251 4.688390 0.0 0.1 0.1 0.111
H -3.685871 -4.388814 -2.865569 -0.1 0.0 0.0 0.112
H 2.587263 2.511992 -3.377925 0.0 0.0 0.1 0.042
H -6.068211 -0.323922 0.941127 0.0 0.0 0.1 0.101
H 1.003769 0.842316 3.561513 0.0 0.0 -0.1 0.104
H 1.487134 1.141351 -3.575972 0.0 -0.1 0.1 -0.002
H 4.987446 -1.920239 4.440799 0.1 0.0 0.0 0.113
H 0.421866 -3.042293 3.982919 0.0 0.2 -0.1 0.108
H 2.876641 4.965114 -2.592531 0.1 0.0 0.0 0.117
H 3.840702 0.734307 -1.918409 -0.1 0.0 0.0 0.001
H -0.825880 4.529798 -0.529434 -0.1 0.0 0.1 0.085
H 3.646445 -7.352270 2.024277 0.1 -0.1 0.0 0.111
H -3.646822 -1.920955 -2.840958 -0.1 0.0 0.0 0.115
H 1.768703 6.371168 -4.284006 0.1 0.1 -0.1 0.107
H 3.354076 2.142389 5.121438 0.0 0.0 0.1 0.079
H -0.184300 -2.320022 2.558634 -0.1 0.0 0.2 0.033
H -1.105039 -1.398706 -4.034318 0.0 -0.1 0.0 0.097
H 3.615335 -6.169207 -2.097473 0.0 -0.1 -0.1 0.111
H -3.674372 1.973363 4.167841 -0.1 0.0 0.1 0.114
H -1.940634 5.930762 -2.228606 -0.1 0.0 0.0 0.104
H -1.191812 2.365958 -0.001141 -0.1 0.1 0.0 0.047
H -0.802528 -0.364417 3.394520 -0.1 0.2 0.2 0.091
H 3.873886 0.790871 -0.162089 0.0 0.0 0.0 -0.001
H 0.833100 2.763477 -3.337542 0.1 -0.1 0.1 0.008
H -7.482070 0.352478 -0.966676 -0.1 0.0 0.0 0.107
H -1.533498 3.436705 -4.940900 0.0 0.1 0.0 0.108
H -6.436757 0.993694 -3.102577 -0.1 0.0 -0.1 0.109
H -3.603087 -0.388001 0.682603 0.0 0.0 0.1 0.084
H -3.141060 3.914001 0.391194 0.0 0.1 -0.1 0.107
H -3.960614 -3.346123 1.772825 0.0 0.0 0.0 0.091
H 2.816913 3.974677 -0.407279 0.0 -0.1 0.0 0.069
H -0.234291 -4.499225 -0.358291 0.1 -0.1 0.1 0.089
H -3.856110 -3.526022 3.525346 0.0 -0.1 0.1 0.095
H 5.317659 -2.986463 2.217572 0.1 0.0 0.0 0.119
H -1.013362 1.868928 -6.779761 0.0 0.0 -0.1 0.109
H -2.000934 -5.671047 -1.605975 0.0 -0.1 0.0 0.114
H 1.275411 1.208722 1.852609 -0.1 -0.2 0.1 0.062
H -3.591638 -0.803376 4.240471 0.0 -0.2 -0.1 0.147
H 4.523794 1.892659 2.854273 0.1 0.0 -0.1 0.094
H 2.296422 -4.184662 -1.553626 -0.1 0.0 -0.1 0.037
H 4.286341 -7.767546 -0.344664 0.0 -0.1 0.0 0.109
H 2.609419 3.682269 4.667751 0.0 0.0 0.1 0.088
H 1.306408 3.777576 0.494397 0.0 -0.1 0.0 0.068
H -4.878324 -2.262263 2.840546 -0.1 0.1 0.0 0.082
H -0.642902 6.846230 -4.114516 0.0 0.1 0.0 0.104
H -0.781557 -0.535252 -6.313149 0.0 -0.1 -0.1 0.110
H 1.578141 2.309551 5.080826 0.0 0.0 0.0 0.083
H -4.001277 0.936893 -3.361947 0.0 0.0 -0.1 0.101
H 3.553470 2.350333 1.433421 0.1 0.0 -0.1 0.052
H 4.204203 2.253466 -1.104768 -0.1 0.1 0.0 0.036
```
Forces are in eV/Å.

- net charge = +1
- energy above the lowest of the compared OMol25 structures with the same formula, charge and spin (kcal/mol) = 20.3